Entry 1:
58
Properties=species:S:1:pos:R:3:mulliken_charge:R:1 method="wB97M-V/def2-TZVPD" mol_weight_da=418.5 de_lowest_kcal_mol=23.5
C 3.972 -2.747 0.246 -1.347
C 2.850 -1.976 0.926 -0.387
C 1.874 -1.369 -0.071 -0.564
C 0.750 -0.576 0.618 0.553
C -0.157 -1.359 1.477 0.320
C -0.475 -0.970 2.837 0.229
O -0.966 -1.658 3.720 -0.658
O -0.151 0.331 3.051 -0.180
C -0.437 0.715 4.404 -0.280
C -0.219 2.202 4.501 -1.210
C -0.669 -2.664 1.093 0.021
O -1.044 -3.576 1.813 -0.656
O -0.689 -2.797 -0.259 -0.094
C -1.254 -4.064 -0.610 -0.380
C -1.279 -4.150 -2.111 -1.043
H 4.665 -3.111 1.004 0.398
H 3.576 -3.606 -0.303 0.306
H 4.522 -2.110 -0.453 0.306
H 2.287 -2.626 1.611 0.313
H 3.261 -1.159 1.533 0.333
H 2.410 -0.691 -0.753 0.472
H 1.401 -2.147 -0.684 0.115
H 1.160 0.241 1.229 0.760
H 0.135 -0.116 -0.168 -0.836
H -1.473 0.457 4.657 0.325
H 0.237 0.162 5.072 0.326
H -0.576 2.541 5.474 0.398
H 0.846 2.447 4.412 0.292
H -0.765 2.728 3.711 0.278
H -0.639 -4.858 -0.168 0.340
H -2.270 -4.141 -0.200 0.355
H -1.819 -5.057 -2.391 0.422
H -1.778 -3.279 -2.554 0.118
H -0.262 -4.214 -2.518 0.292
F -5.075 0.064 -3.750 -0.312
C -3.847 0.425 -3.263 0.437
C -2.727 -0.295 -3.676 -0.718
C -1.494 0.074 -3.164 -0.382
C -1.349 1.146 -2.227 1.193
C -0.036 1.418 -1.745 -1.128
C 0.498 2.624 -1.211 1.079
C 1.911 2.658 -0.971 -0.390
C 2.523 3.720 -0.327 -0.634
C 1.717 4.765 0.118 0.382
F 2.298 5.798 0.805 -0.320
C 0.351 4.833 -0.153 -0.898
C -0.230 3.806 -0.891 -0.468
C -2.537 1.814 -1.821 -0.310
C -3.769 1.508 -2.388 -0.892
H -2.827 -1.121 -4.378 0.490
H -0.598 -0.463 -3.474 0.340
H 0.710 0.661 -2.000 0.231
H 2.512 1.814 -1.308 0.282
H 3.597 3.734 -0.154 0.440
H -0.240 5.680 0.194 0.462
H -1.259 3.914 -1.220 0.569
H -2.493 2.545 -1.014 0.481
H -4.661 2.077 -2.132 0.434

---

Entry 2:
13
Properties=species:S:1:pos:R:3:mulliken_charge:R:1 method="wB97M-V/def2-TZVPD" mol_weight_da=85.1 de_lowest_kcal_mol=105.5
O -0.062 -1.380 1.452 -0.565
C 0.147 -0.937 0.139 0.075
C -1.043 -0.221 -0.545 -0.627
C -0.384 1.173 -0.564 0.011
N 0.181 1.546 0.533 -0.607
C 1.091 0.285 0.127 -0.596
H -0.257 -0.575 1.955 0.404
H 0.488 -1.805 -0.435 0.384
H -1.941 -0.176 0.088 0.264
H -1.319 -0.620 -1.523 0.294
H -0.335 1.782 -1.479 0.366
H 1.663 0.554 0.997 0.304
H 1.770 0.376 -0.744 0.293

---

Entry 3:
18
Properties=species:S:1:pos:R:3:mulliken_charge:R:1 method="wB97M-V/def2-TZVPD" mol_weight_da=106.1 de_lowest_kcal_mol=48.7
C 0.325 1.267 -2.478 -1.023
C -1.118 0.255 1.444 -1.304
C -0.212 -2.053 1.266 -1.261
C 0.921 0.859 -1.033 -0.214
C 0.090 -0.666 1.252 1.249
O 0.521 -0.391 -0.646 -0.547
F 1.250 -0.321 1.847 -0.277
H 0.594 0.516 -3.212 0.298
H -0.755 1.470 -2.347 0.256
H 0.931 2.157 -2.795 0.315
H -1.650 0.168 2.383 0.435
H -0.623 1.200 1.326 0.301
H -1.739 0.197 0.536 0.315
H -1.060 -2.001 1.930 0.330
H 0.587 -2.742 1.618 0.329
H -0.439 -2.573 0.354 0.327
H 0.444 1.599 -0.373 0.155
H 1.934 1.060 -1.071 0.314

---

Entry 4:
27
Properties=species:S:1:pos:R:3:mulliken_charge:R:1 method="wB97M-V/def2-TZVPD" smiles="CC1(C)C/C1=C1/N[C@@]1(C)N.O=C=O" mol_weight_da=182.2 de_lowest_kcal_mol=111.9
C -2.523 -1.041 1.479 -1.485
C -1.948 -0.648 0.189 1.461
C -2.832 -0.020 -0.822 -1.567
C -0.956 -1.567 -0.375 -0.759
C -0.595 -0.266 0.144 -0.096
C 0.296 0.651 0.379 -0.534
N 0.499 1.924 0.965 -0.732
C 1.622 1.360 0.234 1.126
C 1.907 2.026 -1.099 -1.148
N 2.898 0.924 0.842 -0.505
H -1.694 -1.282 2.153 0.365
H -3.282 -1.973 1.268 0.257
H -3.245 -0.371 1.974 0.403
H -3.381 -0.842 -1.359 0.323
H -2.299 0.606 -1.501 0.379
H -3.492 0.715 -0.228 0.358
H -1.074 -1.858 -1.451 0.227
H -0.764 -2.580 0.037 0.253
H 0.186 2.031 2.013 0.269
H 1.011 2.520 -1.475 0.412
H 2.268 1.308 -1.892 0.163
H 2.869 2.681 -1.051 0.289
H 2.777 -0.061 1.077 0.279
H 3.197 1.588 1.606 0.257
O 2.445 -2.600 -0.189 -0.392
C 2.893 -1.988 -1.068 0.736
O 3.218 -1.234 -1.853 -0.337

---

Entry 5:
24
Properties=species:S:1:pos:R:3:mulliken_charge:R:1 method="wB97M-V/def2-TZVPD" smiles=O.O.O.O.O.O.O.O mol_weight_da=144.1 de_lowest_kcal_mol=50.0
O -13.097 28.145 10.551 -0.811
H -13.362 27.537 11.272 0.440
H -12.805 27.496 9.891 0.479
O -13.752 26.654 12.844 -0.700
H -13.540 25.906 12.258 0.352
H -13.036 26.646 13.488 0.286
O -15.731 25.988 11.085 -0.665
H -15.482 26.505 11.839 0.369
H -16.481 25.465 11.381 0.281
O -11.902 26.654 8.722 -0.768
H -12.354 26.012 8.195 0.298
H -11.890 27.508 8.281 0.389
O -10.510 28.365 11.501 -0.605
H -10.208 27.459 11.581 0.227
H -11.419 28.250 11.225 0.368
O -9.217 26.631 9.433 -0.619
H -10.089 26.817 9.107 0.425
H -9.384 26.312 10.314 0.249
O -15.787 27.581 8.680 -0.655
H -15.135 28.258 8.866 0.299
H -15.893 27.071 9.488 0.385
O -11.755 29.052 7.389 -0.674
H -11.465 29.511 8.183 0.334
H -11.093 29.489 6.839 0.315

---

Entry 6:
23
Properties=species:S:1:pos:R:3:mulliken_charge:R:1 method="wB97M-V/def2-TZVPD" charge=-1 mol_weight_da=464.2
K -0.994 -1.136 -0.183 0.925
P -1.300 0.018 2.210 1.279
F -1.475 -0.347 3.773 -0.363
F -2.805 0.738 2.291 -0.405
F -0.593 1.407 2.710 -0.354
F -1.120 0.466 0.644 -0.548
F 0.117 -0.752 2.134 -0.310
F -1.955 -1.442 1.822 -0.428
C -1.537 1.018 -2.567 0.568
F -1.855 2.103 -3.327 -0.198
F -2.286 0.975 -1.473 -0.137
F -1.762 -0.125 -3.203 -0.230
S 0.374 1.021 -1.993 0.931
O 1.168 0.854 -3.176 -0.551
O 0.395 2.291 -1.249 -0.563
N 0.455 -0.320 -0.881 -0.179
S 1.640 0.032 -0.066 0.781
O 2.835 0.695 -0.701 -0.662
O 1.260 0.679 1.206 -0.523
C 2.238 -1.747 0.442 0.644
F 1.227 -2.401 1.041 -0.186
F 2.674 -2.369 -0.731 -0.268
F 3.299 -1.660 1.277 -0.223

---

Entry 7:
6
Properties=species:S:1:pos:R:3:mulliken_charge:R:1 method="wB97M-V/def2-TZVPD" charge=-1 mol_weight_da=93.1 de_lowest_kcal_mol=36.7
C 1.123 0.288 2.257 0.496
O 1.728 1.127 1.683 -0.293
P -0.796 -0.864 -2.525 -0.377
S -0.020 -0.561 2.855 -0.297
H -0.604 0.474 -2.830 -0.238
H -1.430 -0.464 -1.440 -0.291

---

The calculation returns the following frontier orbital gap values, one per record and in order: 3.51, 8.91, 9.80, 8.79, 10.64, 8.56, 3.79 eV.
The calculation returns the following LUMO energy values, one per record and in order: -0.10639, 0.02426, 0.02917, 0.02197, -0.00082, 0.07600, 0.10179 Eh.